The following is a DFT calculation (wB97M-V/def2-TZVPD) of 10 unconnected molecules or ions with the total composition C30H78BF3NO16S2.

Last columns: bonded neighbours and bond lengths (Å).
Cartesian coordinates (Å):
1 O 0.214 -5.350 1.660  S2 1.556
2 S 1.197 -4.862 0.558  O1 1.556, O3 1.578, C4 1.899, N10 1.746
3 O 2.287 -4.001 1.307  S2 1.578
4 C 0.245 -3.725 -0.628  S2 1.899, O5 1.471, H18 1.170, H19 1.194
5 O -1.145 -4.207 -0.625  C4 1.471, C6 1.471
6 C -1.942 -3.632 -1.720  O5 1.471, F7 1.487, F8 1.511, F9 1.511
7 F -1.346 -3.788 -3.073  C6 1.487
8 F -2.385 -2.217 -1.429  C6 1.511
9 F -3.227 -4.426 -1.751  C6 1.511
10 N 1.991 -6.201 -0.232  S2 1.746, S11 1.746
11 S 0.905 -7.122 -1.242  N10 1.746, O12 1.579, O13 1.579, C14 1.874
12 O 1.666 -8.463 -1.583  S11 1.579
13 O 0.695 -6.427 -2.644  S11 1.579
14 C -0.700 -7.638 -0.422  S11 1.874, B15 1.678, H20 1.173, H21 1.180
15 B -1.498 -8.720 -1.426  C14 1.678, O16 1.477, O17 1.505
16 O -1.070 -8.971 -2.817  B15 1.477, H22 1.002
17 O -2.709 -9.394 -0.839  B15 1.505, H23 1.016
18 H 0.789 -3.782 -1.662  C4 1.170
19 H 0.350 -2.635 -0.153  C4 1.194
20 H -1.466 -6.769 -0.236  C14 1.173
21 H -0.499 -8.140 0.627  C14 1.180
22 H -1.819 -8.660 -3.407  O16 1.002
23 H -3.078 -8.718 -0.177  O17 1.016
24 C -1.231 1.165 -1.168  C25 1.520, H28 1.096, H29 1.095, H30 1.094
25 C -0.419 0.639 0.004  C24 1.520, C26 1.520, O27 1.425, H31 1.095
26 C 0.644 1.638 0.434  C25 1.520, H32 1.096, H33 1.095, H34 1.094
27 O 0.208 -0.586 -0.368  C25 1.425, H35 0.972
28 H -0.592 1.345 -2.040  C24 1.096
29 H -1.984 0.431 -1.475  C24 1.095
30 H -1.739 2.100 -0.909  C24 1.094
31 H -1.085 0.424 0.847  C25 1.095
32 H 1.350 1.835 -0.380  C26 1.096
33 H 1.229 1.241 1.271  C26 1.095
34 H 0.193 2.587 0.742  C26 1.094
35 H 0.801 -0.404 -1.116  O27 0.972
36 C 2.322 6.807 2.346  C37 1.520, H40 1.096, H41 1.095, H42 1.094
37 C 1.880 5.370 2.114  C36 1.520, C38 1.520, O39 1.425, H43 1.095
38 C 3.073 4.434 2.006  C37 1.520, H44 1.096, H45 1.095, H46 1.094
39 O 1.114 5.300 0.914  C37 1.425, H47 0.972
40 H 2.935 7.168 1.513  C36 1.096
41 H 1.453 7.471 2.410  C36 1.095
42 H 2.900 6.897 3.271  C36 1.094
43 H 1.232 5.047 2.936  C37 1.095
44 H 3.713 4.711 1.161  C38 1.096
45 H 2.740 3.406 1.827  C38 1.095
46 H 3.674 4.454 2.921  C38 1.094
47 H 1.682 5.585 0.179  O39 0.972
48 C 0.784 -12.332 2.465  C49 1.520, H52 1.096, H53 1.095, H54 1.094
49 C -0.191 -11.689 1.491  C48 1.520, C50 1.520, O51 1.425, H55 1.095
50 C 0.538 -10.888 0.425  C49 1.520, H56 1.096, H57 1.095, H58 1.094
51 O -1.075 -10.830 2.206  C49 1.425, H59 0.972
52 H 1.375 -11.572 2.987  C48 1.096
53 H 0.244 -12.896 3.234  C48 1.095
54 H 1.468 -13.012 1.948  C48 1.094
55 H -0.801 -12.465 1.015  C49 1.095
56 H 1.121 -10.076 0.875  C50 1.096
57 H -0.176 -10.421 -0.262  C50 1.095
58 H 1.215 -11.524 -0.154  C50 1.094
59 H -0.542 -10.138 2.632  O51 0.972
60 C 2.004 6.016 -3.606  C61 1.520, H64 1.096, H65 1.095, H66 1.094
61 C 1.542 7.266 -2.875  C60 1.520, C62 1.520, O63 1.425, H67 1.095
62 C 0.767 8.193 -3.798  C61 1.520, H68 1.096, H69 1.095, H70 1.094
63 O 2.677 7.957 -2.357  C61 1.425, H71 0.972
64 H 2.672 6.271 -4.436  C60 1.096
65 H 2.571 5.364 -2.933  C60 1.095
66 H 1.153 5.453 -4.003  C60 1.094
67 H 0.914 6.984 -2.023  C61 1.095
68 H 1.391 8.525 -4.634  C62 1.096
69 H 0.451 9.094 -3.261  C62 1.095
70 H -0.122 7.696 -4.200  C62 1.094
71 H 3.241 8.211 -3.106  O63 0.972
72 C 5.910 -3.154 3.878  C73 1.520, H76 1.096, H77 1.095, H78 1.094
73 C 6.108 -4.598 3.446  C72 1.520, C74 1.520, O75 1.425, H79 1.095
74 C 6.748 -4.682 2.069  C73 1.520, H80 1.096, H81 1.095, H82 1.094
75 O 4.847 -5.261 3.421  C73 1.425, H83 0.972
76 H 5.246 -2.625 3.185  C72 1.096
77 H 5.437 -3.109 4.865  C72 1.095
78 H 6.865 -2.620 3.922  C72 1.094
79 H 6.738 -5.118 4.176  C73 1.095
80 H 6.113 -4.207 1.312  C74 1.096
81 H 6.873 -5.727 1.766  C74 1.095
82 H 7.728 -4.194 2.059  C74 1.094
83 H 4.281 -4.806 2.775  O75 0.972
84 C -2.247 3.700 2.050  C85 1.520, H88 1.096, H89 1.095, H90 1.094
85 C -2.709 4.950 2.781  C84 1.520, C86 1.520, O87 1.425, H91 1.095
86 C -3.484 5.877 1.858  C85 1.520, H92 1.096, H93 1.095, H94 1.094
87 O -1.574 5.641 3.298  C85 1.425, H95 0.972
88 H -1.579 3.955 1.220  C84 1.096
89 H -1.680 3.048 2.723  C84 1.095
90 H -3.098 3.138 1.653  C84 1.094
91 H -3.337 4.668 3.632  C85 1.095
92 H -2.860 6.210 1.021  C86 1.096
93 H -3.800 6.779 2.394  C86 1.095
94 H -4.373 5.380 1.455  C86 1.094
95 H -1.010 5.895 2.549  O87 0.972
96 C 4.220 -2.696 9.367  C97 1.520, H100 1.096, H101 1.095, H102 1.094
97 C 5.261 -2.944 8.288  C96 1.520, C98 1.520, O99 1.425, H103 1.095
98 C 5.290 -4.406 7.872  C97 1.520, H104 1.096, H105 1.095, H106 1.094
99 O 6.546 -2.567 8.775  C97 1.425, H107 0.972
100 H 4.442 -3.278 10.268  C96 1.096
101 H 4.219 -1.642 9.665  C96 1.095
102 H 3.217 -2.962 9.017  C96 1.094
103 H 5.045 -2.318 7.415  C97 1.095
104 H 5.550 -5.050 8.719  C98 1.096
105 H 6.053 -4.573 7.103  C98 1.095
106 H 4.320 -4.724 7.477  C98 1.094
107 H 6.747 -3.118 9.550  O99 0.972
108 C -4.663 7.751 -5.925  C109 1.520, H112 1.096, H113 1.095, H114 1.094
109 C -3.212 7.336 -5.740  C108 1.520, C110 1.520, O111 1.425, H115 1.095
110 C -2.941 5.976 -6.363  C109 1.520, H116 1.096, H117 1.095, H118 1.094
111 O -2.909 7.288 -4.348  C109 1.425, H119 0.972
112 H -5.340 7.038 -5.439  C108 1.096
113 H -4.847 8.726 -5.461  C108 1.095
114 H -4.924 7.813 -6.986  C108 1.094
115 H -2.555 8.086 -6.193  C109 1.095
116 H -3.556 5.200 -5.893  C110 1.096
117 H -1.896 5.685 -6.211  C110 1.095
118 H -3.150 5.984 -7.437  C110 1.094
119 H -3.488 6.624 -3.938  O111 0.972
120 C -7.499 3.721 -5.370  C121 1.520, H124 1.096, H125 1.095, H126 1.094
121 C -7.607 5.171 -5.814  C120 1.520, C122 1.520, O123 1.425, H127 1.095
122 C -8.990 5.481 -6.364  C121 1.520, H128 1.096, H129 1.095, H130 1.094
123 O -6.630 5.432 -6.818  C121 1.425, H131 0.972
124 H -7.666 3.040 -6.212  C120 1.096
125 H -6.495 3.509 -4.988  C120 1.095
126 H -8.228 3.493 -4.586  C120 1.094
127 H -7.391 5.832 -4.967  C121 1.095
128 H -9.210 4.863 -7.242  C122 1.096
129 H -9.049 6.525 -6.691  C122 1.095
130 H -9.763 5.306 -5.610  C122 1.094
131 H -6.813 4.849 -7.574  O123 0.972

Calculated values
- gap between HOMO and LUMO (eV) = 7.43
- total charge = -1
- spin multiplicity = 1

Atom charges from the Löwdin analysis, given in e for atoms 1 to 2: -0.428, 0.694